Entry P
Computed, not measured: a structure of composition H41O20, with wB97M-V/def2-TZVPD.

ORCA input file:
```
! RIJCOSX wB97M-V def2-TZVPD def2/J DEFGRID3
* xyz 1 1
O 0.916 -4.616 -0.558
H 1.610 0.860 2.254
O -2.460 -0.661 1.566
H -2.272 0.301 1.564
H 4.130 3.710 2.003
O -1.806 1.441 -4.221
H -2.473 0.896 -4.756
H -1.480 0.718 -3.685
O -0.764 0.675 -1.565
H -1.712 0.795 -1.457
H -3.911 -2.991 2.126
O 3.045 1.087 -0.316
H -0.042 4.253 2.298
H -0.697 -0.242 -1.952
O 0.312 4.241 1.416
H -1.888 -2.176 4.871
H 3.486 1.856 0.078
O -1.005 -1.684 -3.072
H 0.724 2.039 1.574
H -2.455 -1.655 3.552
O 1.605 1.201 -2.096
H 1.482 1.761 -2.938
H 0.679 1.274 -1.764
O -1.815 2.763 0.778
H -1.489 2.912 -0.111
H 2.112 1.134 0.423
O 4.932 -3.547 -1.188
H 4.945 -3.518 -0.206
H 4.957 -2.559 -1.302
O 1.049 -1.759 -0.901
H 1.769 -2.360 -1.086
H -0.908 -2.628 -2.927
O -2.173 3.602 -2.369
H -2.805 4.178 -2.873
H -1.725 3.126 -3.083
O -1.457 3.028 3.522
H -2.120 3.443 4.061
H -1.476 3.225 2.590
O 0.267 -3.333 2.567
H -1.613 -0.978 1.201
H -0.484 -2.786 2.857
O 1.466 1.441 1.468
H 0.952 -0.920 -1.339
H 1.806 -4.949 -0.358
O -3.906 -2.638 3.046
H 1.322 3.207 -4.611
H -4.189 -1.727 2.952
O 0.957 2.310 -4.519
H 0.001 2.427 -4.748
H 0.662 -3.621 3.459
O -1.645 -1.663 4.100
H 0.549 -4.008 0.116
H -0.569 -1.484 -3.899
O 3.461 3.392 1.409
H 0.124 4.927 0.789
H 2.602 3.803 1.275
O -0.870 -5.923 1.163
H -0.757 -4.962 1.386
H -0.176 -6.138 0.545
H 3.006 1.331 -1.239
H -2.730 2.487 0.732
*
```

=====

Entry Q
Computed, not measured: a structure of composition H41O20, with wB97M-V/def2-TZVPD.

ORCA input file:
```
! RIJCOSX wB97M-V def2-TZVPD def2/J DEFGRID3
* xyz 1 1
O -2.444 -1.818 -2.386
H 4.041 -1.200 2.293
O -0.780 4.948 0.945
H -1.593 4.896 1.472
H -0.553 5.796 1.110
O -3.641 -0.639 3.293
H -3.645 0.002 3.991
H -4.052 -1.494 3.438
O -3.537 2.048 -2.931
H -3.229 1.170 -3.175
H -0.909 3.255 3.540
O 0.790 -3.408 3.852
H 2.649 0.627 -1.920
H -4.273 1.994 -3.548
O 1.812 0.776 -2.420
H 0.285 -2.449 1.457
H 2.069 1.714 -2.481
O 0.273 -0.605 -0.974
H -1.914 2.168 2.810
H -0.347 -3.379 0.400
O 3.315 4.158 0.562
H 3.991 4.198 1.250
H 2.931 5.037 0.650
O 1.465 -0.805 -4.339
H 1.722 0.046 -3.947
H 0.760 -3.809 4.741
O 0.615 0.580 3.869
H 1.097 1.239 4.387
H 1.215 0.410 3.133
O -1.621 0.109 1.082
H -1.242 -0.780 1.011
H 0.396 -1.052 -1.818
O 3.869 -0.292 -0.887
H 3.868 -0.363 0.065
H 4.740 -0.496 -1.237
O -0.549 1.534 -4.078
H -1.086 2.121 -3.531
H -0.324 2.237 -4.716
O 3.456 -1.909 2.585
H 0.573 -2.878 -3.813
H 4.027 -2.450 3.157
O -1.337 2.928 2.740
H -2.413 0.118 1.676
H -1.536 -2.159 -2.280
O 0.692 -3.387 -3.004
H -0.883 0.316 -1.304
H 0.203 -4.208 -2.912
O -1.888 0.540 -1.224
H -1.908 0.344 -0.128
H -2.351 -0.224 -1.638
O -0.246 -2.469 0.647
H -2.538 -1.741 -3.354
H 0.500 0.256 -0.603
O 0.875 2.152 0.633
H 1.500 2.862 0.446
H -0.014 2.497 0.790
O -2.050 -4.921 0.987
H -1.845 -5.764 1.420
H -1.956 -4.281 1.714
H 1.760 -3.449 3.757
H 1.216 -0.643 -5.251
*
```

=====

Tell me which of them is the most stable. Sure, it is entry P.

=====

Entry P
Computed, not measured: the molecule C2H3N, with wB97M-V/def2-TZVPD.

ORCA input file:
```
! RIJCOSX wB97M-V def2-TZVPD def2/J DEFGRID3
* xyz 0 1
C 0.052 -0.568 -0.978
N -0.408 0.510 -1.333
C -0.333 0.545 0.158
H 0.100 -1.577 -0.886
H -1.226 0.134 0.731
H 0.542 0.860 0.634
*
```

Values from the calculation:
structure (SMILES) = C1=NC1

=====

Entry Q
Computed, not measured: the molecule C2H3N, with wB97M-V/def2-TZVPD.

ORCA input file:
```
! RIJCOSX wB97M-V def2-TZVPD def2/J DEFGRID3
* xyz 0 1
C 0.749 -0.678 0.025
N 1.554 0.267 -0.052
C 0.083 0.605 -0.004
H 0.480 -1.924 0.022
H -0.383 0.950 -0.919
H -0.306 1.040 0.908
*
```

Values from the calculation:
structure (SMILES) = C1=NC1

=====

Tell me which of them is the most stable. Sure, it is entry Q.

=====

Entry P
Computed, not measured: the molecule C2H3N, with wB97M-V/def2-TZVPD.

ORCA input file:
```
! RIJCOSX wB97M-V def2-TZVPD def2/J DEFGRID3
* xyz 0 1
C -0.181 -0.411 0.233
C 0.315 0.838 -0.426
N 0.737 1.752 -0.903
H -0.542 -1.137 -0.495
H -1.050 -0.257 0.873
H 0.721 -0.785 0.717
*
```

Values from the calculation:
structure (SMILES) = CC#N

=====

Entry Q
Computed, not measured: the molecule C2H3N, with wB97M-V/def2-TZVPD.

ORCA input file:
```
! RIJCOSX wB97M-V def2-TZVPD def2/J DEFGRID3
* xyz 0 1
C 0.250 0.115 -0.427
C -0.471 -0.166 0.822
N -1.031 -0.386 1.794
H -0.077 1.082 -0.793
H 0.001 -0.707 -1.103
H 1.327 0.062 -0.294
*
```

Values from the calculation:
structure (SMILES) = CC#N

=====

Tell me which of them is the most stable. Sure, it is entry Q.

=====

Entry P
Computed, not measured: the molecule C5H12Si, with wB97M-V/def2-TZVPD.

ORCA input file:
```
! RIJCOSX wB97M-V def2-TZVPD def2/J DEFGRID3
* xyz 0 1
C -3.247 -0.196 -0.860
C -2.595 0.299 0.191
Si -0.741 0.068 0.603
C 1.124 0.247 -0.377
C 1.739 -1.145 -0.508
C 1.963 1.152 0.588
H -4.292 -0.152 -1.046
H -2.871 -0.691 -1.710
H -3.224 0.915 0.817
H -0.478 0.947 1.818
H -0.578 -1.510 1.041
H 1.064 0.716 -1.308
H 1.551 -1.553 -1.527
H 1.447 -1.905 0.220
H 2.804 -1.183 -0.334
H 2.072 0.599 1.557
H 2.874 1.421 0.067
H 1.389 1.971 0.768
*
```

Values from the calculation:
structure (SMILES) = C=C[SiH2]C(C)C

=====

Entry Q
Computed, not measured: the molecule C5H12Si, with wB97M-V/def2-TZVPD.

ORCA input file:
```
! RIJCOSX wB97M-V def2-TZVPD def2/J DEFGRID3
* xyz 0 1
C 2.649 -0.060 -0.049
C 1.390 0.821 0.350
C 0.177 0.160 -0.243
C -0.265 -1.214 0.215
Si -1.498 0.142 0.556
C -3.114 0.244 -0.452
H 2.824 -1.040 0.454
H 3.673 0.426 0.071
H 2.616 -0.372 -1.018
H 1.387 1.906 0.032
H 1.199 0.805 1.382
H 0.380 0.146 -1.260
H -0.602 -2.014 -0.577
H 0.237 -1.527 0.989
H -1.422 0.918 1.779
H -3.116 -0.564 -1.307
H -3.937 0.049 0.130
H -3.156 1.289 -0.991
*
```

Values from the calculation:
structure (SMILES) = CC[C@H]1C[Si@@H]1C

=====

Tell me which of them is the most stable. Sure, it is entry P.

=====

Entry P
Computed, not measured: a cluster of 2 separate species, C5H12Si in total, with wB97M-V/def2-TZVPD.

ORCA input file:
```
! RIJCOSX wB97M-V def2-TZVPD def2/J DEFGRID3
* xyz 0 1
C 1.688 -3.353 1.324
C 1.345 -2.715 0.220
C 1.803 -1.344 -0.149
C -1.219 3.222 0.623
C -2.030 1.404 -1.473
Si -0.409 2.187 -0.785
H 1.331 -4.345 1.544
H 2.345 -2.909 2.054
H 0.681 -3.184 -0.495
H 2.442 -0.918 0.620
H 0.945 -0.688 -0.298
H 2.355 -1.368 -1.089
H -1.567 2.551 1.408
H -0.528 3.924 1.088
H -2.082 3.787 0.268
H -2.571 2.125 -2.084
H -1.827 0.538 -2.100
H -2.703 1.086 -0.675
*
```

=====

Entry Q
Computed, not measured: a cluster of 2 separate species, C5H12Si in total, with wB97M-V/def2-TZVPD.

ORCA input file:
```
! RIJCOSX wB97M-V def2-TZVPD def2/J DEFGRID3
* xyz 0 1
C 1.502 -1.156 -2.257
C 0.583 -0.514 -1.519
C 1.761 0.735 1.135
C -2.094 1.111 0.450
C 0.259 -0.920 -0.155
Si -1.365 -0.648 0.780
H 1.647 -0.946 -3.334
H 2.215 -1.821 -1.917
H 0.140 0.267 -1.984
H 1.282 1.444 0.430
H 1.195 0.796 2.099
H 2.839 0.562 1.124
H -2.331 1.638 1.354
H -1.558 1.745 -0.173
H -2.967 0.991 -0.153
H 0.708 -1.847 0.202
H -2.251 -1.640 0.324
H -1.438 -1.152 2.132
*
```

=====

Tell me which of them is the most stable. Sure, it is entry P.

=====

Entry P
Computed, not measured: a cluster of 2 separate species, C3H4N2S in total, with wB97M-V/def2-TZVPD.

ORCA input file:
```
! RIJCOSX wB97M-V def2-TZVPD def2/J DEFGRID3
* xyz 0 1
C -0.270 -2.204 -0.272
C -1.710 -0.272 0.503
C -0.228 -0.840 0.300
N -0.104 -3.224 -0.760
N 0.471 0.068 -0.543
S -2.723 -0.781 1.597
H -1.725 0.655 -0.056
H 0.280 -1.216 1.622
H 0.010 1.040 -0.439
H 1.494 0.045 -0.360
*
```

=====

Entry Q
Computed, not measured: a cluster of 2 separate species, C3H4N2S in total, with wB97M-V/def2-TZVPD.

ORCA input file:
```
! RIJCOSX wB97M-V def2-TZVPD def2/J DEFGRID3
* xyz 0 1
H -2.835 -1.849 1.158
N -1.887 -1.879 1.144
C -1.244 -1.201 0.359
N -0.166 -0.719 -0.161
S -1.573 0.235 -0.814
H 0.654 -0.124 0.122
C 1.326 1.790 -0.497
C 2.171 0.972 -0.369
H 0.476 2.311 -0.909
H 3.077 0.465 -0.033
*
```

Values from the calculation:
structure (SMILES) = [H]/N=C1/NS1.C#C

=====

Tell me which of them is the most stable. Sure, it is entry P.